{
  "formula": "C3H4O3",
  "method": "ωB97M-V with the def2-TZVPD basis set",
  "energy_ev": -9315.8312,
  "smiles": "O=C(O)O.C#C",
  "orbital_gap_ha": 0.3929,
  "de_lowest_kj_mol": 276.9,
  "homo_ev": -10.13,
  "symbols": ["C", "O", "O", "O", "H", "H", "C", "C", "H", "H"],
  "positions_angstrom": [[1.47881, 0.30953, 0.20112], [0.65115, 0.06930, -0.98293], [1.21237, 1.51937, 0.65851], [2.03833, -0.55388, 0.78789], [0.67965, 2.00827, 0.01318], [0.86505, -0.74370, -1.46803], [-1.18738, -0.79470, 0.48876], [-2.11184, -0.60453, -0.27139], [-2.93199, -0.26906, -0.84725], [-0.69415, -0.94060, 1.42013]],
  "nbo_charge": [0.993, -0.757, -0.663, -0.579, 0.511, 0.506, -0.240, -0.243, 0.231, 0.242]
}



{
  "formula": "C3H4O3",
  "method": "ωB97M-V with the def2-TZVPD basis set",
  "energy_ev": -9314.9812,
  "orbital_gap_ha": 0.3424,
  "de_lowest_kj_mol": 358.9,
  "homo_ev": -8.75,
  "symbols": ["O", "C", "C", "O", "C", "O", "H", "H", "H", "H"],
  "positions_angstrom": [[-0.05099, 0.41712, 1.54519], [0.20366, 0.70109, 0.26819], [1.15553, -0.31509, -0.49230], [-0.05590, -1.11820, -0.87283], [-0.79822, -0.24068, -0.26628], [-2.04006, -0.46503, 0.01993], [-2.19599, 0.11887, 0.79279], [0.28430, 1.75045, -0.07741], [1.74940, -0.91240, 0.19690], [1.67614, -0.02016, -1.40498]],
  "nbo_charge": [-0.789, 0.019, -0.100, -0.425, 0.804, -0.604, 0.535, 0.156, 0.214, 0.191]
}



{
  "formula": "C3H4O3",
  "method": "ωB97M-V with the def2-TZVPD basis set",
  "energy_ev": -9314.7616,
  "smiles": "C=C1OC1=O.O",
  "orbital_gap_ha": 0.3843,
  "de_lowest_kj_mol": 380.1,
  "homo_ev": -10.01,
  "symbols": ["C", "C", "C", "O", "O", "O", "H", "H", "H", "H"],
  "positions_angstrom": [[-0.21550, -1.00681, 0.96255], [-1.38931, -0.47635, 1.36973], [1.05212, -0.74393, 0.29550], [0.48314, -2.04873, 0.33582], [0.72154, 1.21129, -1.59587], [2.02818, -0.28970, -0.17055], [-2.40363, -0.86871, 1.38395], [-1.30987, 0.60662, 1.35903], [-0.00505, 1.87657, -1.56026], [1.03836, 1.73974, -2.37990]],
  "nbo_charge": [0.210, -0.491, 0.760, -0.471, -0.917, -0.470, 0.232, 0.228, 0.455, 0.465]
}



{
  "formula": "C3H4O3",
  "method": "ωB97M-V with the def2-TZVPD basis set",
  "energy_ev": -9312.9442,
  "orbital_gap_ha": 0.3596,
  "de_lowest_kj_mol": 555.4,
  "homo_ev": -9.80,
  "symbols": ["C", "C", "C", "O", "O", "O", "H", "H", "H", "H"],
  "positions_angstrom": [[-0.77383, -0.41586, -0.25325], [-2.00690, -0.12228, 0.00693], [0.61994, -0.37215, -0.01798], [0.15659, -0.82698, -1.20834], [1.47240, 1.54981, -0.49541], [1.47041, -0.91060, 0.80034], [-2.73634, -0.20910, -0.66040], [-2.18985, 0.21267, 0.96502], [1.62656, 1.88217, 0.39411], [2.36102, -0.78767, 0.46897]],
  "nbo_charge": [0.240, -0.443, 0.771, -0.404, -0.928, -0.636, 0.217, 0.229, 0.432, 0.522]
}